Density functional theory data (ωB97M-V/def2-TZVPD) for a molecular structure, C37H46ClNO2PtSi2Te2 at a distorted geometry.

Element x y z (Å)
H 0.8701 -1.2026 2.9284
C -0.3246 -3.7276 -0.8080
H -0.1853 3.5687 5.3011
H -3.0608 -5.9902 0.8532
C -0.3431 0.2480 -4.5831
H 0.5436 2.1408 4.5711
Te -1.5406 -0.5561 2.0380
H -4.5262 -4.4355 -3.6014
Si -0.4167 -2.2198 4.7558
H 4.8356 -1.8262 -0.6207
C 0.3579 1.8144 -2.9088
H -3.5763 3.2507 5.1511
C 3.6338 -1.1640 -2.2669
H 2.8458 3.2525 -0.8040
H 1.8148 3.2725 -3.5366
C 1.1449 -4.5253 -2.5862
C -1.5674 -3.9732 -0.0230
Pt 0.1194 0.1972 0.0391
C -2.7132 -4.6176 -0.7473
C -3.1314 3.6975 4.2590
C 2.8778 1.1115 -1.0382
H -1.0148 4.5899 2.2228
O -1.6749 -3.7248 1.1581
H 1.7194 -5.1523 -4.5681
C 2.3561 -1.1540 -1.4881
H -2.4584 -3.0487 5.8681
H -2.8934 -2.1227 4.4354
C 4.8306 -1.5245 -1.6616
H -1.1283 0.2936 -2.5769
H 3.8354 0.9164 -0.5468
C 1.2158 2.4147 -3.8233
H -1.6192 3.2537 1.2182
H 6.9402 -1.7926 -1.9204
C -0.3962 2.5604 4.9349
H -2.6263 -3.3350 -2.4625
C -4.4272 -6.3052 -0.7802
H 2.7472 -3.2239 -3.0741
C 1.3052 1.9170 -5.1166
Si -1.7169 2.6521 3.5993
H 0.5131 -2.7770 7.0088
H -0.6163 -5.5232 -1.9157
C -3.1297 -4.1741 -1.9976
C 0.6624 -1.9802 6.2763
H 0.5983 0.4396 -6.5017
C -3.3768 -5.6741 -0.1329
C -0.4362 0.7368 -3.2864
H 0.9874 -4.0332 3.7964
N 1.9989 -0.0724 -0.8849
C 1.5654 -2.3817 -1.4967
H 0.7579 -6.3344 -3.6805
H 0.2301 0.0749 3.9859
H -0.4758 -4.6990 4.5343
C 0.0063 -0.8788 3.5119
C 1.8880 -3.3694 -2.4320
H -3.9182 3.7976 3.5081
C -4.8351 -5.8659 -2.0325
H 2.2974 2.3708 0.6296
H -0.9598 -0.5906 -4.8808
H 1.7209 -1.9684 6.0062
Cl -2.8288 0.6951 -0.3654
C -1.0129 3.5057 2.0911
H 3.0960 1.2653 -2.0940
H -2.4243 -1.2867 5.9241
H 0.4310 -1.0301 6.7640
C 0.0132 -4.6492 -1.7939
C -4.1965 -4.7902 -2.6335
H -2.6763 0.4746 4.1536
H -0.7263 1.9624 5.7877
H 6.9139 -1.1192 -4.2988
C 5.9938 -1.1332 -3.7295
H -3.4195 1.1452 2.7082
C -0.0837 -3.8713 3.9391
H -0.5633 -3.8989 2.9569
H -5.6551 -6.3593 -2.5384
C 1.5395 -5.5817 -3.5812
Te 0.2177 2.5493 -0.9343
H 4.7779 -0.4958 -5.3801
C 0.5288 0.8297 -5.4941
H -2.7884 4.7010 4.5224
H 0.0153 3.1793 1.9126
C 2.2914 2.3801 -0.4598
C 3.6159 -0.7946 -3.6075
C -2.2151 -2.1528 5.2915
H 1.9761 2.3825 -5.8276
C 6.0095 -1.5082 -2.3937
C 0.4996 -2.5940 -0.5809
O 0.3152 -1.8129 0.4593
H -4.9322 -7.1367 -0.3056
H 2.6755 -0.5241 -4.0746
C -2.4604 0.9790 3.2050
C 4.7954 -0.7803 -4.3358
H 2.4542 -6.0933 -3.2747

Force components x, y, z for each atom (eV/Å):
H 0.0 0.0 0.0
C 0.1 0.2 0.0
H 0.0 0.0 0.0
H 0.0 0.0 0.0
C 0.0 0.0 0.0
H 0.0 0.0 0.0
Te 0.3 0.9 -0.1
H 0.0 0.0 0.0
Si 0.1 -0.2 0.0
H 0.0 0.0 0.0
C 0.0 0.1 -0.1
H 0.0 0.0 0.0
C 0.1 0.0 0.1
H 0.0 -0.1 0.0
H 0.0 0.0 0.0
C 0.0 0.1 0.0
C -0.1 -0.1 0.2
Pt 1.4 -1.6 0.7
C 0.0 0.0 -0.1
C 0.0 0.0 0.0
C 0.2 0.0 0.2
H 0.0 0.0 0.0
O 0.0 0.0 -0.1
H 0.0 0.0 0.0
C 0.1 -0.1 0.2
H 0.0 0.0 0.0
H 0.0 0.0 0.0
C 0.0 0.0 0.0
H 0.0 0.0 0.0
H 0.0 -0.1 0.0
C 0.0 0.0 0.0
H 0.0 0.0 0.0
H 0.0 0.0 0.0
C 0.0 0.0 0.0
H 0.0 0.0 0.0
C 0.0 0.0 0.0
H 0.0 0.0 0.0
C 0.0 0.0 0.0
Si 0.0 0.1 0.1
H 0.0 0.0 0.0
H -0.1 0.0 0.0
C 0.1 0.0 0.0
C 0.0 0.0 0.0
H 0.0 0.0 0.0
C 0.0 0.0 0.0
C 0.0 0.0 0.0
H 0.0 0.0 0.0
N -0.6 0.8 -0.7
C -0.1 0.0 -0.1
H 0.0 0.0 0.0
H 0.0 0.0 -0.1
H 0.0 0.0 0.0
C -0.2 -0.2 0.0
C 0.0 0.0 -0.1
H 0.0 0.0 0.0
C 0.0 0.0 0.0
H 0.0 0.0 0.0
H 0.0 0.0 0.0
H 0.0 0.0 0.0
Cl -0.4 0.3 -0.5
C 0.0 -0.1 0.0
H 0.0 0.0 0.0
H 0.0 0.0 0.0
H 0.0 0.0 0.0
C 0.0 -0.1 0.1
C 0.0 0.0 0.0
H -0.1 0.0 0.0
H 0.0 0.0 0.0
H 0.0 0.0 0.0
C 0.0 0.0 0.0
H 0.0 0.0 -0.1
C 0.0 0.1 0.0
H 0.1 0.0 0.1
H 0.0 0.0 0.0
C 0.0 0.0 0.0
Te -0.6 -0.3 0.4
H 0.0 0.0 0.0
C 0.0 0.0 0.0
H 0.0 0.0 0.0
H 0.0 0.0 0.0
C 0.1 0.1 -0.1
C 0.0 0.0 0.0
C 0.0 0.1 0.0
H 0.0 0.0 0.0
C 0.0 0.0 0.0
C 0.0 0.0 0.1
O -0.3 0.1 -0.2
H 0.0 0.0 0.0
H 0.0 0.0 0.0
C 0.0 -0.1 0.0
C 0.0 0.0 0.0
H 0.0 0.0 0.0

Results
energy above the lowest of the compared OMol25 structures with the same formula, charge and spin = 5.2 kcal/mol
calculated total energy = -3337.34119 Ha
orbital gap = 6.3 eV
LUMO energy = -0.473 eV
largest force on an atom = 2.19 eV Å⁻¹

***

Density functional theory data (ωB97M-V/def2-TZVPD) for a molecular structure, C37H46F4N4PdSSi at a distorted geometry.

Element x y z (Å)
H 5.3894 -4.3894 0.6626
C 4.4814 0.1615 -0.3665
C 2.4375 -2.4014 2.0951
H -2.9286 4.2169 3.2830
H -2.1807 5.0356 1.9164
C -1.7186 -0.1689 -3.3813
C 1.5293 -3.5772 -4.8083
Pd 1.1603 0.4472 -0.2622
Si 1.1034 -1.9107 -0.4073
C -0.1478 0.7661 2.5223
H 2.3752 1.1151 3.5077
H 3.1442 -1.6432 -2.5675
N 1.0255 0.7588 1.9181
H -3.2863 -1.5528 -2.8522
H -3.1356 5.5045 -0.5337
C -3.9469 3.8984 1.4027
N -0.9308 2.3299 -1.8310
C -1.6930 0.7944 4.4408
C 2.2395 1.3201 2.4402
H 1.6107 -3.9221 -5.8302
H 4.1676 -0.8779 -0.2693
C -0.4232 0.9060 3.9172
N -1.4309 4.3810 -0.7219
C -2.9052 -3.4763 1.5730
H -2.8985 2.2011 -2.5482
H 3.9937 2.6200 -1.0067
H -0.5144 -3.7898 -2.1299
C -2.9245 -2.7549 0.3924
F -3.6382 0.2159 1.4758
H 2.2190 2.4124 2.3134
H -4.5465 3.1197 1.8758
C -1.7372 -2.3336 -0.1765
H 3.2243 3.1165 0.4988
H -4.5471 4.8125 1.3967
C 3.5755 -3.3456 0.2226
C 0.3317 -3.4862 -2.7287
H -3.8659 -2.5059 -0.0746
F -1.8780 0.9529 5.7647
C 4.5555 -3.8372 1.0683
H 5.2204 -4.0268 3.0963
H -3.4221 -0.0009 -2.0433
H -1.6602 -4.3669 3.0672
N 3.5206 1.0441 0.2827
C 2.4975 -2.6200 0.7172
H 3.6449 -3.5345 -0.8388
C -1.6888 -3.7964 2.1494
H -3.1304 2.5199 -0.0308
C 3.9375 2.4214 0.0634
C -0.5048 -3.3895 1.5604
H 0.4269 -3.6820 2.0199
F 0.5978 1.1217 4.7853
C -2.8051 0.5337 3.6546
H 3.3092 -2.7615 4.0151
H -3.7876 0.4437 4.0806
C 3.3964 -2.9158 2.9491
H -1.8277 3.3131 -3.4213
C -2.5871 0.4186 2.2950
C 3.4578 0.7319 1.7145
F -1.2302 0.5545 0.3842
H -3.8527 -0.1490 -3.7500
H -1.0272 4.9559 0.0057
H -1.7679 -1.7583 -1.0863
S 0.7870 3.1932 -0.1046
C 4.4650 -3.6321 2.4349
C -3.6676 3.4691 -0.0376
H -0.3193 -4.5899 -4.4426
H -0.5172 1.3801 -4.2707
H 3.4063 -0.3556 1.8123
H 5.4775 0.2709 0.0856
C -0.5023 -2.6295 0.3929
C -3.1576 -0.4814 -2.9816
H -0.2223 1.5753 -1.8278
H -1.0519 -0.3189 -2.5217
C 1.2918 -2.6450 -2.1766
H 4.3685 1.0920 2.2194
H 1.6198 -1.8206 2.5020
C -1.3315 0.5535 1.7554
C -0.6624 3.2926 -0.9443
C 2.3815 -2.2951 -2.9715
C -1.8798 2.3410 -2.9199
H 4.9229 2.6029 0.5153
H -1.9928 3.2902 2.1206
H 3.3659 -2.4781 -4.8641
H 4.5514 0.4224 -1.4226
H -2.1946 1.3777 -4.7966
C -1.5460 1.2462 -3.9292
C 0.4443 -3.9442 -4.0298
H -1.3986 -0.8698 -4.1541
H -3.8288 -3.7892 2.0380
C -2.6843 4.1234 2.2265
H -3.1403 4.4068 -1.9136
H -4.6251 3.3020 -0.5337
C -2.8726 4.4963 -0.8585
C 2.5080 -2.7597 -4.2678

Force components x, y, z for each atom (eV/Å):
H 0.1 -0.1 -0.1
C 0.1 -0.1 0.0
C -0.1 0.0 0.0
H 0.0 0.1 0.1
H 0.2 0.1 0.0
C -0.1 0.1 -0.1
C 0.0 0.0 0.0
Pd 0.4 -0.1 -0.2
Si 0.1 -0.6 1.3
C -0.6 -0.2 0.5
H 0.1 0.1 -0.1
H 0.1 0.1 0.0
N 0.1 -0.7 -0.8
H -0.1 -0.1 0.1
H 0.0 0.0 -0.1
C 0.2 -0.1 -0.1
N 0.2 -0.5 0.0
C -0.2 0.1 -0.3
C 0.2 -0.1 0.1
H 0.0 0.0 0.0
H 0.1 0.1 0.0
C 0.0 0.0 -0.1
N 0.1 -0.1 0.0
C 0.0 0.0 0.0
H 0.0 0.0 0.0
H 0.0 0.0 0.0
H -0.1 0.0 0.0
C -0.1 0.0 0.0
F 0.0 0.1 -0.1
H 0.1 0.0 0.1
H -0.1 0.0 0.0
C 0.0 0.0 -0.1
H 0.1 0.0 0.0
H -0.1 0.0 0.0
C -0.1 0.0 -0.1
C -0.2 0.0 0.2
H -0.1 0.1 -0.1
F 0.2 -0.1 0.0
C 0.1 -0.1 0.1
H 0.1 -0.1 0.1
H -0.1 0.1 0.1
H 0.0 -0.1 0.1
N 0.1 -0.2 -0.1
C -0.4 0.4 -0.5
H 0.1 -0.1 -0.1
C -0.1 -0.1 0.1
H 0.0 -0.1 -0.1
C -0.1 0.1 0.0
C 0.2 -0.1 0.0
H 0.0 0.0 0.0
F -0.1 0.0 -0.1
C 0.1 0.0 0.0
H 0.0 0.1 0.1
H -0.1 0.0 0.1
C 0.0 0.0 0.1
H -0.1 0.0 0.0
C 0.2 0.0 0.1
C -0.3 0.1 0.3
F -0.5 -0.2 0.5
H -0.1 0.0 -0.1
H 0.0 -0.1 -0.1
H -0.1 0.1 -0.2
S 0.5 -0.4 0.3
C 0.0 0.0 -0.1
C -0.1 0.3 0.1
H 0.0 0.0 0.0
H 0.0 0.1 -0.1
H 0.2 0.3 0.0
H 0.1 0.0 0.0
C 0.6 0.5 -0.5
C 0.3 0.0 0.0
H -0.7 0.8 -0.1
H 0.0 -0.1 -0.1
C -0.1 0.8 0.7
H 0.0 -0.1 -0.1
H 0.0 0.1 0.1
C 0.0 0.1 -0.2
C 0.3 0.2 0.0
C 0.1 0.2 0.1
C -0.3 0.2 -0.4
H 0.1 0.0 0.0
H 0.1 -0.1 0.0
H 0.0 0.0 0.0
H 0.0 0.0 0.0
H 0.0 0.0 0.0
C 0.1 0.0 0.3
C -0.1 -0.1 -0.1
H 0.1 0.0 0.1
H -0.1 0.0 0.0
C -0.2 0.0 0.0
H 0.0 0.1 0.1
H 0.0 -0.1 -0.1
C -0.4 -0.4 -0.2
C 0.1 0.0 -0.2

Results
energy above the lowest of the compared OMol25 structures with the same formula, charge and spin = 44.7 kcal/mol
calculated total energy = -2871.51848 Ha
orbital gap (alpha / beta) = 5.5 / 5.5 eV
LUMO energy (alpha / beta) = -1.081 / -1.079 eV
largest force on an atom = 1.45 eV Å⁻¹